(1)
{"formula": "C10H12", "method": "wB97M-V/def2-TZVPD", "total_charge": 0, "smiles": "C#CC/C=C\\C1(C=C)CC1", "relative_energy_kcal_mol": 101.2, "elements": ["C", "C", "C", "C", "C", "C", "C", "C", "C", "C", "H", "H", "H", "H", "H", "H", "H", "H", "H", "H", "H", "H"], "positions_angstrom": [[-3.11, -2.74, 0.43], [-2.29, -1.95, 0.11], [-1.45, 0.23, 0.31], [-0.36, 0.88, 0.65], [1.58, -0.62, 0.93], [2.04, 0.77, 1.31], [-1.40, -1.03, -0.52], [1.35, 1.02, -1.10], [1.00, 0.62, 0.30], [0.65, 1.70, -1.99], [-3.88, -3.29, 0.97], [-2.43, 0.39, 0.71], [-0.63, 1.87, 1.04], [2.21, -1.41, 0.31], [0.96, -1.08, 1.81], [2.07, 1.12, 2.32], [2.89, 1.05, 0.73], [-0.35, -1.36, -0.58], [2.24, 0.53, -1.52], [1.13, 2.04, -2.99], [-0.38, 2.14, -1.76], [-1.84, -0.87, -1.45]]}

=====

(2)
{"formula": "C10H12BF11N3O6PS", "method": "wB97M-V/def2-TZVPD", "total_charge": 0, "elements": ["O", "C", "F", "N", "C", "O", "F", "P", "N", "C", "S", "O", "B", "O", "O", "C", "F", "F", "C", "F", "F", "C", "F", "F", "C", "F", "F", "F", "H", "H", "H", "H", "C", "C", "O", "N", "C", "H", "H", "H", "H", "H", "H", "H", "H"], "positions_angstrom": [[-0.16, 4.57, 0.33], [0.34, 3.67, 1.04], [-0.17, 3.52, 2.36], [1.45, 2.85, 0.46], [2.53, 3.09, 1.43], [3.57, 3.66, 0.98], [2.53, 2.87, 2.83], [0.92, 1.11, 0.36], [0.18, 1.29, -1.26], [0.55, 2.31, -1.93], [1.35, 3.39, -2.94], [0.38, -0.57, 0.45], [-0.57, -0.71, 1.54], [-0.23, -0.66, 2.94], [-1.96, -0.89, 1.14], [2.55, 0.46, -0.39], [3.40, 1.43, -1.00], [2.12, -0.33, -1.55], [3.43, -0.56, 0.47], [3.15, -0.71, 1.84], [3.21, -1.90, -0.06], [5.04, -0.39, 0.33], [5.58, -1.56, 0.99], [5.49, -0.53, -1.03], [5.70, 0.86, 1.04], [7.02, 0.44, 1.46], [5.97, 1.97, 0.17], [5.08, 1.36, 2.19], [-0.38, 1.50, 0.90], [1.34, 0.97, 1.73], [-0.53, 0.22, 3.25], [-1.91, -1.52, 0.39], [-4.61, -3.28, -2.98], [-4.23, -2.42, -1.81], [-3.13, -2.32, -1.33], [-5.17, -1.53, -1.19], [-6.21, -2.21, -0.37], [-3.83, -4.03, -3.14], [-5.55, -3.79, -2.78], [-4.70, -2.66, -3.87], [-5.63, -0.97, -1.92], [-4.58, -0.93, -0.60], [-6.84, -2.80, -1.02], [-6.79, -1.44, 0.13], [-5.71, -2.84, 0.37]]}

=====

no.,E (eV)
1,-10559.23270
2,-78008.41591